No. 1
{"formula": "C17H32CrNO", "method": "the ωB97M-V functional and the def2-TZVPD basis", "species": ["Cr", "O", "N", "C", "C", "C", "C", "C", "C", "C", "C", "C", "C", "C", "C", "C", "C", "C", "C", "C", "H", "H", "H", "H", "H", "H", "H", "H", "H", "H", "H", "H", "H", "H", "H", "H", "H", "H", "H", "H", "H", "H", "H", "H", "H", "H", "H", "H", "H", "H", "H", "H"], "positions_angstrom": [[0.550, 0.484, -0.855], [-0.876, 0.555, 1.618], [-0.787, 0.184, 3.799], [-1.278, -0.960, -1.362], [0.930, -1.211, -2.005], [0.262, 3.070, -1.333], [-0.077, 0.041, 5.054], [0.735, 4.233, -2.221], [-1.316, -2.536, 0.684], [-2.745, -0.646, -1.380], [-0.674, -0.026, -3.729], [1.335, 0.212, 2.564], [-0.362, -0.646, -2.398], [-2.231, 0.194, 3.788], [-0.176, 0.345, 2.576], [2.114, -1.365, -2.922], [0.722, -1.879, -0.766], [-0.642, -1.786, -0.409], [1.362, 2.064, -1.355], [1.702, -2.822, -0.131], [-0.616, -2.789, 1.504], [0.079, 3.475, -0.312], [1.578, 4.759, -1.748], [-0.784, -0.807, -4.507], [-0.062, 4.945, -2.392], [1.650, -2.787, 0.984], [-0.843, 0.008, 5.854], [-3.116, -0.377, -0.360], [0.503, -0.883, 5.090], [-2.638, -0.688, 3.275], [0.123, 0.669, -4.070], [-2.973, 0.192, -2.060], [1.794, 1.619, -2.215], [1.782, 0.126, 3.553], [-2.557, 0.165, 4.845], [1.081, 3.841, -3.179], [-2.627, 1.091, 3.309], [2.738, -2.603, -0.435], [1.604, -0.667, 1.955], [0.584, 0.888, 5.239], [-1.723, -3.500, 0.300], [1.087, 0.739, 0.603], [-1.628, 0.547, -3.691], [1.752, 1.108, 2.076], [1.923, -2.119, -3.711], [2.366, -0.410, -3.432], [-0.727, 2.705, -1.683], [-3.329, -1.530, -1.724], [3.014, -1.694, -2.356], [2.101, 2.320, -0.613], [1.485, -3.875, -0.431], [-2.167, -1.972, 1.111]], "lowdin_spin": [2.311, 0.051, 0.006, -0.004, 0.119, 0.010, 0.001, -0.003, 0.041, -0.008, 0.020, -0.006, 0.133, 0.000, 0.002, 0.026, 0.054, 0.225, -0.004, 0.006, 0.004, 0.002, 0.000, 0.009, -0.001, 0.000, 0.000, -0.002, 0.000, 0.000, 0.003, 0.000, 0.007, -0.001, 0.000, 0.000, 0.000, 0.001, 0.002, 0.000, 0.018, -0.047, 0.002, -0.004, 0.010, 0.003, 0.004, -0.004, 0.002, 0.001, 0.003, 0.007], "multiplicity": 4, "s2": 3.876, "charge": 2, "relative_energy_kcal_mol": 13.5, "fmax_ha_per_bohr": 0.0951}


No. 2
{"formula": "C16H26N4OP2PtS", "method": "the ωB97M-V functional and the def2-TZVPD basis", "species": ["Pt", "S", "P", "P", "O", "N", "N", "N", "N", "C", "C", "C", "C", "C", "C", "C", "C", "C", "C", "C", "C", "C", "C", "C", "C", "H", "H", "H", "H", "H", "H", "H", "H", "H", "H", "H", "H", "H", "H", "H", "H", "H", "H", "H", "H", "H", "H", "H", "H", "H", "H"], "positions_angstrom": [[0.991, -0.353, -0.030], [-0.844, -1.312, 4.466], [1.558, 1.683, 0.234], [2.355, -1.668, 0.989], [1.677, -0.311, -2.360], [0.176, -2.043, -0.762], [-1.275, -0.460, 2.028], [-0.973, -2.795, 2.274], [-0.642, 0.276, -0.992], [-1.142, -2.006, -1.400], [0.490, -0.827, -4.344], [0.391, 2.491, -0.966], [-1.187, 0.397, 4.232], [-1.760, 2.975, 3.377], [-1.535, 2.719, 4.728], [2.053, 1.232, -4.091], [-1.246, 1.420, 5.164], [-1.729, -0.658, -1.013], [-1.078, -1.545, 2.742], [-1.401, 0.654, 2.842], [-0.688, 1.580, -1.561], [1.989, -3.194, 0.135], [-1.691, 1.950, 2.426], [1.502, -0.063, -3.568], [0.891, -3.170, -0.689], [-0.575, 1.650, -2.652], [-0.097, 3.290, -0.395], [2.122, -1.871, 2.412], [3.745, -1.271, 0.836], [2.894, 1.974, -0.160], [-0.990, -3.549, 2.945], [-1.077, 1.149, 6.201], [-0.141, -0.140, -4.945], [1.520, 1.572, -4.995], [1.330, 2.296, 1.504], [-2.485, -0.291, -1.729], [-1.124, -2.986, 1.293], [-1.779, -2.875, -1.107], [1.029, 2.964, -1.734], [1.873, 2.081, -3.379], [-2.114, -0.703, 0.046], [-1.869, 2.136, 1.370], [-1.733, 2.021, -1.607], [1.048, -1.547, -4.976], [-0.213, -1.358, -3.678], [0.571, -4.036, -1.276], [-0.998, -2.005, -2.496], [-1.984, 3.990, 3.072], [3.159, 1.105, -4.211], [2.592, -4.077, 0.330], [-1.584, 3.506, 5.470]], "lowdin_spin": [0.098, 0.000, -0.002, 0.011, 0.927, 0.030, 0.002, 0.000, 0.610, 0.023, 0.153, 0.006, 0.000, 0.000, 0.000, 0.156, 0.000, 0.068, 0.000, 0.000, 0.080, 0.011, 0.000, 0.617, 0.000, 0.039, 0.001, 0.005, 0.001, 0.000, 0.000, 0.000, 0.016, 0.008, 0.000, 0.001, 0.000, 0.000, 0.002, 0.018, 0.033, 0.000, 0.022, 0.033, 0.004, 0.000, 0.002, 0.000, 0.024, 0.001, 0.000], "multiplicity": 4, "s2": 3.763, "charge": 1, "e_tot_ev": -57669.79250, "fmax_ha_per_bohr": 0.0782}


No. 3
{"formula": "ClH3N2S2", "method": "the ωB97M-V functional and the def2-TZVPD basis", "species": ["Cl", "S", "S", "N", "N", "H", "H", "H"], "positions_angstrom": [[2.066, -0.611, 0.650], [-1.185, -0.818, 1.042], [-0.376, 1.925, 0.525], [0.777, -0.177, -0.582], [-0.344, 0.248, 0.026], [0.327, -1.430, -1.018], [0.286, 2.285, -0.559], [-1.551, -1.422, -0.084]], "lowdin_charge": [0.359, 0.694, 0.699, -0.525, -1.154, 0.214, -0.147, -0.140], "relative_energy_kcal_mol": 39.3, "fmax_ha_per_bohr": 0.1009}


No. 4
{"formula": "H4O2", "method": "the ωB97M-V functional and the def2-TZVPD basis", "species": ["O", "O", "H", "H", "H", "H"], "positions_angstrom": [[-2.468, 0.103, -0.583], [2.582, -0.117, 1.031], [1.919, 0.327, 0.456], [3.417, 0.379, 0.875], [-2.794, -0.756, -0.230], [-2.656, 0.063, -1.548]], "lowdin_charge": [-0.092, -0.092, 0.046, 0.045, 0.047, 0.045], "smiles": "O.O", "relative_energy_kcal_mol": 5.5, "fmax_ha_per_bohr": 0.0241}


No. 5
{"formula": "C8H11FN2O2", "method": "the ωB97M-V functional and the def2-TZVPD basis", "species": ["F", "O", "O", "N", "N", "C", "C", "C", "C", "C", "C", "C", "C", "H", "H", "H", "H", "H", "H", "H", "H", "H", "H", "H"], "positions_angstrom": [[3.929, 2.870, -0.515], [1.950, -1.055, -0.526], [-0.132, -0.487, 0.018], [3.169, -0.508, -0.931], [-2.956, -1.011, -0.256], [1.044, -0.079, -0.358], [2.954, 0.777, -0.972], [1.626, 1.113, -0.654], [-2.401, -0.073, 0.725], [-1.069, 0.560, 0.359], [-2.620, -2.188, 0.594], [-2.392, -1.223, 1.791], [4.036, 1.747, -1.320], [3.950, 2.121, -2.353], [-3.123, 0.759, 0.955], [-1.392, -1.384, 2.286], [-1.210, 1.214, -0.493], [-0.674, 1.199, 1.171], [5.032, 1.266, -1.183], [-3.449, -2.856, 0.681], [-2.551, -1.024, -1.164], [1.178, 2.118, -0.679], [-3.192, -1.125, 2.531], [-1.705, -2.729, 0.292]], "lowdin_charge": [-0.046, 0.048, 0.036, 0.128, -0.010, -0.374, -0.295, 0.041, -0.315, -0.116, -0.179, -0.095, -0.140, 0.128, 0.145, 0.118, 0.127, 0.146, 0.133, 0.086, 0.089, 0.130, 0.102, 0.112], "smiles": "FCc1cc(OC[C@@H]2CCN2)on1", "relative_energy_kcal_mol": 43.4, "fmax_ha_per_bohr": 0.0348}


No. 6
{"formula": "C5H11N2O", "method": "the ωB97M-V functional and the def2-TZVPD basis", "species": ["O", "N", "N", "C", "C", "C", "C", "C", "H", "H", "H", "H", "H", "H", "H", "H", "H", "H", "H"], "positions_angstrom": [[-0.627, -0.969, -0.273], [-4.973, 0.856, -0.040], [1.826, 0.209, 1.592], [-0.322, -0.793, -1.402], [0.788, 0.128, -1.732], [1.693, 0.680, -0.775], [0.853, -0.324, 2.181], [2.287, -0.253, 0.297], [2.477, 1.160, -1.346], [-4.119, 0.692, 0.469], [-4.766, 1.496, -0.792], [3.364, -0.104, 0.244], [0.381, 0.215, 2.994], [0.597, 0.670, -2.661], [1.173, 1.511, -0.241], [-5.767, 1.151, 0.510], [0.638, -1.384, 2.011], [-0.974, -1.157, -2.207], [1.986, -1.307, 0.222]], "lowdin_charge": [0.180, 0.008, -0.020, -0.176, 0.235, -0.123, -0.007, -0.190, 0.146, -0.013, -0.005, 0.132, 0.091, 0.157, 0.205, 0.011, 0.092, 0.152, 0.125], "charge": 1, "relative_energy_kcal_mol": 151.0, "fmax_ha_per_bohr": 0.0455}


No. 7
{"formula": "C2H3FO2", "method": "the ωB97M-V functional and the def2-TZVPD basis", "species": ["F", "O", "O", "C", "C", "H", "H", "H"], "positions_angstrom": [[1.045, -0.062, -1.506], [1.666, -1.164, 0.206], [-1.165, -0.383, 0.714], [-1.346, 0.764, 0.455], [2.055, -0.510, -0.754], [0.655, -1.478, 0.199], [-1.287, 1.585, 1.238], [-1.622, 1.248, -0.551]], "lowdin_charge": [-0.012, 0.068, -0.020, -0.151, -0.249, 0.166, 0.094, 0.103], "relative_energy_kcal_mol": 71.1, "fmax_ha_per_bohr": 0.1030}


No. 8
{"formula": "C18H48BrN3O6", "method": "the ωB97M-V functional and the def2-TZVPD basis", "species": ["Br", "O", "O", "O", "O", "O", "O", "N", "N", "N", "C", "C", "C", "C", "C", "C", "C", "C", "C", "C", "C", "C", "C", "C", "C", "C", "C", "C", "H", "H", "H", "H", "H", "H", "H", "H", "H", "H", "H", "H", "H", "H", "H", "H", "H", "H", "H", "H", "H", "H", "H", "H", "H", "H", "H", "H", "H", "H", "H", "H", "H", "H", "H", "H", "H", "H", "H", "H", "H", "H", "H", "H", "H", "H", "H", "H"], "positions_angstrom": [[-0.017, 1.068, -1.228], [-3.324, 1.671, -3.189], [3.844, -3.836, -2.503], [0.525, 4.442, 1.697], [1.858, -3.741, 0.646], [-3.084, 1.954, 1.363], [0.138, 0.065, 3.338], [1.743, 1.989, 1.598], [1.873, -1.886, -1.643], [-3.246, 0.411, -0.877], [-2.507, 2.917, 2.264], [3.519, -5.017, -3.090], [0.638, -3.104, 0.163], [-3.268, -0.312, 0.540], [-4.104, 0.523, -3.172], [-2.709, 0.611, 1.637], [-0.534, -1.196, 3.529], [2.350, -2.011, -3.119], [1.529, -0.093, 3.162], [0.670, -2.787, -1.359], [2.555, 3.238, 1.179], [3.732, -2.667, -3.251], [1.771, -4.258, 1.977], [1.912, 4.430, 1.835], [-3.653, -0.454, -2.103], [0.032, 5.006, 0.463], [2.205, 1.301, 2.897], [-3.890, 2.943, -3.071], [-4.373, 3.045, -2.100], [2.726, -4.710, 2.244], [0.419, -2.196, 0.725], [-3.006, 0.237, 2.617], [0.780, 2.294, 1.601], [-2.767, 3.923, 1.936], [-1.419, 2.849, 2.276], [-0.469, -1.775, 2.608], [3.290, 1.301, 2.785], [2.498, -4.974, -3.468], [3.613, 3.166, 1.431], [-4.052, 0.074, -4.164], [-1.611, -1.158, 3.693], [4.431, -1.971, -2.789], [2.610, -2.219, -1.038], [-2.856, 2.802, 3.290], [-3.074, 3.663, -3.009], [-1.629, 0.477, 1.583], [-4.225, -0.782, 0.767], [-2.560, -1.085, 0.242], [2.351, 5.353, 1.456], [1.914, 2.105, 3.573], [3.939, -2.786, -4.315], [-0.230, -2.274, -1.697], [-1.042, 4.836, 0.531], [-0.150, -1.839, 4.322], [3.659, -5.955, -2.551], [0.344, 6.046, 0.361], [-4.578, 3.177, -3.884], [1.550, -3.411, 2.626], [4.137, -5.097, -3.983], [-3.818, 1.235, -0.763], [2.404, -0.986, -3.487], [-4.433, -1.145, -1.781], [-0.224, -3.752, 0.318], [1.748, -0.763, 2.331], [2.500, 3.210, 0.090], [0.339, 4.405, -0.393], [2.133, 4.407, 2.903], [0.781, -3.738, -1.882], [1.942, -0.517, 4.077], [1.731, -0.917, -1.395], [1.022, -5.049, 2.026], [1.775, 1.293, 0.867], [-2.344, 0.779, -1.143], [-5.151, 0.691, -2.919], [1.588, -2.502, -3.724], [-2.771, -0.972, -2.479]], "lowdin_spin": [0.138, 0.006, 0.016, 0.004, 0.030, 0.002, 0.008, 0.045, 0.045, 0.005, 0.003, 0.002, 0.027, 0.005, 0.002, 0.004, 0.004, 0.026, 0.051, 0.017, 0.052, 0.019, 0.010, 0.005, 0.005, 0.004, 0.052, 0.003, 0.000, 0.001, 0.012, 0.000, 0.004, 0.000, 0.001, 0.001, 0.036, 0.000, 0.019, 0.000, 0.000, 0.021, 0.050, 0.000, 0.001, 0.003, 0.000, 0.002, 0.001, 0.001, 0.001, 0.004, 0.001, 0.001, 0.000, 0.000, 0.000, 0.002, 0.000, 0.001, 0.015, 0.000, 0.002, 0.040, 0.023, 0.003, 0.001, 0.001, 0.005, 0.062, 0.001, 0.080, 0.005, 0.000, 0.001, 0.003], "multiplicity": 2, "s2": 0.751, "charge": 1, "e_tot_ev": -106229.56498, "fmax_ha_per_bohr": 0.0644}